[1]
{"formula": "C7H11BrO3", "method": "ωB97M-V with the def2-TZVPD basis set", "species": ["C", "C", "C", "C", "C", "C", "C", "O", "O", "O", "Br", "H", "H", "H", "H", "H", "H", "H", "H", "H", "H", "H"], "positions_angstrom": [[-0.03191, 1.84181, -1.37018], [0.65337, 1.95075, -0.02948], [-1.17319, 0.83817, -1.58872], [-0.73200, -2.51474, 1.24537], [0.54636, -2.98499, 0.53306], [1.33399, 0.66211, 0.38648], [-0.08603, -0.93332, -0.34580], [-0.67117, -0.49731, -1.47178], [-0.88063, -1.14741, 0.82542], [0.56551, -2.05579, -0.68112], [2.93335, 0.36244, -0.56901], [-0.36292, 2.82988, -1.57623], [0.75096, 1.68683, -2.10230], [1.33430, 2.82229, -0.01795], [-0.13279, 2.12554, 0.76171], [-2.01265, 1.06232, -0.85049], [-1.70886, 0.78820, -2.59483], [-1.44586, -3.14442, 0.70176], [-0.76015, -2.53075, 2.29303], [1.56917, -2.77834, 0.90124], [0.57117, -4.01283, 0.09372], [1.29291, 0.39715, 1.48355]], "max_force_ev_per_a": 3.795, "de_lowest_kcal_mol": 56.1}


[2]
{"formula": "C4H9NO", "method": "ωB97M-V with the def2-TZVPD basis set", "species": ["C", "N", "C", "C", "C", "H", "H", "H", "H", "H", "H", "H", "O", "H", "H"], "positions_angstrom": [[1.99186, 0.94085, -1.71239], [0.95750, 0.45854, -1.15724], [0.96333, -0.23513, 0.09670], [-0.07396, -0.70619, 0.70544], [-0.01516, -1.49085, 1.96707], [3.00240, 0.79642, -1.27444], [2.12719, 1.33193, -2.73329], [1.97342, -0.15300, 0.49573], [-1.09348, -0.43073, 0.19951], [1.00296, -1.49573, 2.25990], [-0.50016, -2.46307, 1.92851], [-0.56842, -0.96463, 2.71948], [-2.91864, 0.85068, -0.25790], [-2.65591, 1.15920, 0.57514], [-3.83776, 1.15232, -0.34756]], "max_force_ev_per_a": 4.581, "de_lowest_kcal_mol": 65.6, "smiles": "C=N/C=C/C.O"}


[3]
{"formula": "C8H16N5", "method": "ωB97M-V with the def2-TZVPD basis set", "species": ["C", "C", "C", "C", "C", "C", "C", "C", "N", "N", "N", "N", "N", "H", "H", "H", "H", "H", "H", "H", "H", "H", "H", "H", "H", "H", "H", "H", "H"], "positions_angstrom": [[-0.62178, 0.93864, -2.26006], [-0.23201, 2.06509, -2.97546], [0.49714, 0.12856, -2.28417], [0.41258, 1.05417, 2.44643], [-1.63754, 0.15231, 1.49220], [0.13277, -1.45536, 2.51408], [0.84372, -1.14161, -1.66193], [-0.15404, -0.22889, 1.69866], [1.48233, 0.67582, -3.00646], [-0.72496, -2.94697, -1.31383], [0.07172, -2.18437, -1.71896], [1.01833, 1.83245, -3.36617], [0.70009, -0.28868, 0.39223], [-1.57933, 0.71110, -1.73264], [-0.62574, 3.05921, -3.26198], [0.37589, 1.88411, 1.81855], [-0.25316, 1.13135, 3.28714], [1.34260, 0.66130, 2.68587], [-1.89673, 0.78370, 0.63259], [-2.11751, 0.67745, 2.28557], [-2.29219, -0.68201, 1.39907], [-0.38557, -2.30792, 2.13541], [1.14485, -1.81807, 2.62208], [-0.20546, -1.32981, 3.54261], [1.87028, -1.09824, -1.68341], [-1.11578, -2.75999, -0.44507], [1.57652, 2.46153, -3.99112], [1.64724, -0.69763, 0.52058], [0.72576, 0.72275, 0.22821]], "max_force_ev_per_a": 3.836, "de_lowest_kcal_mol": 93.7, "total_charge": 1}


Number 1: HOMO energy -0.2830 hartree. Number 2: HOMO energy -0.3349 hartree. Number 3: HOMO energy -0.4843 hartree.